DFT (wB97M-V/def2-TZVPD) results for C39H66N4O2S3Sr as an isolated structure in a non-equilibrium geometry.

Positions of all 115 atoms, in Å:
Sr (1.8139, 0.2865, 1.3427)
C (4.3186, 1.6577, 3.2743)
N (3.4043, 1.5317, 2.1504)
C (3.9093, 1.8754, 0.8083)
C (2.3376, 2.5281, 2.3149)
C (1.2913, 2.5980, 1.1672)
N (0.2459, 1.5997, 1.2279)
C (-0.0668, 1.4429, 2.6459)
C (-1.1999, 0.5068, 2.8521)
C (-2.4098, 0.9215, 3.3869)
C (-3.4675, 0.0349, 3.5415)
C (-3.2287, -1.2887, 3.1488)
C (-2.0303, -1.7555, 2.6096)
C (-0.9503, -0.8311, 2.3970)
O (0.1778, -1.1222, 1.8578)
C (-1.8731, -3.2165, 2.1880)
C (-1.6820, -3.2280, 0.6620)
C (-3.0776, -4.0857, 2.5280)
C (-0.6338, -3.8031, 2.8893)
C (-4.8132, 0.5230, 4.0983)
C (-4.6132, 1.0748, 5.5191)
C (-5.3598, 1.6432, 3.1986)
C (-5.8582, -0.5901, 4.1588)
C (-0.8383, 1.9352, 0.3119)
C (-0.3029, 2.0203, -1.1341)
C (-1.0174, 2.8101, -2.0329)
C (-0.6406, 2.9576, -3.3627)
C (0.5538, 2.3341, -3.7417)
C (1.3301, 1.5532, -2.8829)
C (0.8831, 1.3013, -1.5487)
O (1.5129, 0.4816, -0.7582)
C (2.6842, 0.9721, -3.3184)
C (3.0508, 1.3074, -4.7669)
C (2.6711, -0.5627, -3.1900)
C (3.8004, 1.5491, -2.3929)
C (-1.5327, 3.7290, -4.3438)
C (-1.8022, 5.1440, -3.8167)
C (-2.8663, 2.9796, -4.4874)
C (-0.9014, 3.8460, -5.7301)
H (4.7472, 2.6721, 3.3372)
H (5.1126, 0.9170, 3.2027)
H (3.7626, 1.4810, 4.1920)
H (4.0785, 2.9552, 0.7191)
H (3.1076, 1.6374, 0.0882)
H (4.8249, 1.3469, 0.5645)
H (2.7664, 3.5253, 2.3024)
H (1.8985, 2.4968, 3.2981)
H (1.7382, 2.7174, 0.1731)
H (0.8596, 3.5609, 1.3412)
H (-0.2395, 2.4131, 3.0960)
H (0.8436, 1.0184, 3.1384)
H (-2.5147, 1.9684, 3.6620)
H (-4.0274, -2.0082, 3.2783)
H (-2.5819, -2.8346, 0.1722)
H (-1.4927, -4.2448, 0.2996)
H (-0.8368, -2.6042, 0.4052)
H (-3.9842, -3.7502, 2.0124)
H (-3.2736, -4.1043, 3.6069)
H (-2.8669, -5.1105, 2.2043)
H (0.2477, -3.2047, 2.6844)
H (-0.4442, -4.8250, 2.5372)
H (-0.8007, -3.8234, 3.9749)
H (-3.8858, 1.8912, 5.5229)
H (-4.2367, 0.2888, 6.1800)
H (-5.5583, 1.4561, 5.9292)
H (-4.6684, 2.4891, 3.1610)
H (-6.3265, 2.0081, 3.5697)
H (-5.4914, 1.2750, 2.1776)
H (-5.5348, -1.4034, 4.8155)
H (-6.0520, -1.0043, 3.1648)
H (-6.7993, -0.1886, 4.5511)
H (-1.2720, 2.8952, 0.5992)
H (-1.6233, 1.1874, 0.4053)
H (-1.9060, 3.3130, -1.6550)
H (0.9004, 2.4660, -4.7559)
H (2.3131, 0.9122, -5.4732)
H (4.0128, 0.8378, -4.9932)
H (3.1524, 2.3857, -4.9310)
H (2.0216, -0.9959, -3.9617)
H (2.3177, -0.8646, -2.2073)
H (3.6856, -0.9590, -3.3175)
H (3.4512, 2.4317, -1.8579)
H (4.6744, 1.8543, -2.9800)
H (4.1205, 0.7990, -1.6635)
H (-2.2977, 5.1153, -2.8437)
H (-2.4457, 5.7024, -4.5067)
H (-0.8622, 5.6890, -3.6976)
H (-3.3733, 2.9010, -3.5225)
H (-2.6868, 1.9649, -4.8514)
H (-3.5346, 3.4921, -5.1906)
H (0.0612, 4.3645, -5.6862)
H (-1.5643, 4.4111, -6.3929)
H (-0.7404, 2.8597, -6.1747)
S (5.9590, -2.1751, 2.0116)
C (4.2986, -1.8658, 1.7132)
S (3.0422, -1.9494, 2.9214)
S (3.6835, -1.4370, 0.1261)
C (2.7011, -4.6073, -2.9812)
C (1.6806, -4.3952, -1.8681)
C (0.7458, -3.2192, -2.2257)
C (0.8658, -5.6675, -1.6506)
N (2.4598, -4.1660, -0.6499)
N (1.6694, -3.8980, 0.4951)
H (2.2145, -4.9491, -3.9015)
H (3.4427, -5.3497, -2.6663)
H (3.2274, -3.6673, -3.1907)
H (-0.1246, -3.5588, -2.7976)
H (1.2826, -2.4710, -2.8223)
H (0.4012, -2.7239, -1.3239)
H (0.2198, -5.8808, -2.5096)
H (0.2546, -5.5367, -0.7537)
H (1.5381, -6.5158, -1.4774)
H (3.1178, -3.3970, -0.7828)
H (2.2551, -4.0849, 1.2970)
H (1.4698, -2.9206, 0.5612)

## Properties
- frontier orbital gap (Eh) = 0.1599
- multiplicity = 1
- total charge = -2
- energy above the lowest of the compared OMol25 structures with the same formula, charge and spin (kcal per mole) = 138.6
- LUMO (eV) = 3.65
- HOMO level (eV) = -0.7